The following is a DFT calculation (ωB97M-V/def2-TZVPD) of a 3-piece molecular cluster, C34H44O9S overall in a non-equilibrium geometry.

Computed properties:
Electronic energy: -2397.188618 a.u.
Max |F|: 1.28 eV/Å
Orbital gap: 7.11 eV
ΔE to the lowest compared entry with this formula, charge and spin: 0.0 kcal/mol
Total charge: 0
E_HOMO: -8.71 eV
LUMO level: -1.60 eV

Geometry as XYZ:
```
88
Properties=species:S:1:pos:R:3:forces:R:3:mulliken_charge:R:1
S -2.311 1.560 -1.950 -0.2 -0.3 0.2 0.00
O -0.240 0.558 -5.826 0.3 0.6 -1.1 -0.55
O -1.460 0.180 -3.989 0.0 -0.1 0.5 -0.32
O 0.017 -1.298 -4.615 -0.4 -1.0 -0.2 -0.21
O -2.481 -5.860 5.376 0.0 0.0 0.0 -0.54
O 2.894 -3.858 -2.245 -0.2 0.2 0.1 -0.51
O 2.802 -3.072 -5.812 0.0 0.0 0.1 -0.49
O -4.340 1.884 0.413 0.0 0.1 0.1 -0.45
O -9.244 3.844 0.040 0.0 0.0 0.0 -0.55
O 0.047 -1.309 6.345 0.0 0.0 0.0 -0.55
C 0.888 -1.662 -0.056 0.7 -0.4 -0.3 -0.21
C -1.902 -4.820 5.598 0.0 0.0 0.0 0.36
C -0.531 -2.351 6.122 0.0 0.0 0.0 0.45
C 1.504 0.024 1.747 -0.1 -0.9 0.5 3.88
C 2.422 3.456 1.642 0.2 -0.4 -0.4 -1.91
C -0.538 -4.568 5.068 0.0 0.0 0.0 -0.35
C 1.152 -0.802 3.037 0.1 0.8 -0.2 -2.15
C 1.889 -1.028 0.696 0.0 0.4 -0.4 -0.50
C -2.530 -3.746 6.409 0.0 0.0 0.0 -0.38
C 0.097 -3.424 5.311 0.0 0.0 0.0 -0.21
C -6.433 2.198 1.445 0.0 0.0 0.0 -0.46
C 2.665 0.946 2.161 -0.8 0.4 -0.2 -3.21
C 3.386 -3.237 -3.437 -0.2 0.2 0.1 -0.40
C -1.896 -2.602 6.651 0.0 0.0 0.0 -0.43
C -0.705 3.789 -1.510 -0.2 -0.4 0.0 -1.20
C 3.220 -1.386 0.456 -0.4 -0.5 -0.4 -0.30
C 0.238 0.801 1.347 0.3 -0.1 -0.4 -2.02
C 3.088 2.123 1.247 0.9 0.1 0.0 2.97
C -1.040 1.289 -3.200 -0.3 0.4 0.2 -0.61
C -8.122 3.395 0.125 0.0 0.0 0.0 0.29
C 3.547 -2.339 -0.510 -0.5 0.3 0.2 -0.70
C -7.151 3.527 -0.992 0.0 0.0 0.0 -0.40
C 2.541 -2.942 -1.260 0.3 0.0 0.1 0.13
C -7.665 2.690 1.350 0.0 0.0 0.0 -0.39
C -2.153 3.340 -1.683 0.7 0.1 0.0 -0.25
C -5.463 2.333 0.329 0.0 0.0 0.0 0.41
C 2.658 -3.835 -4.632 0.4 -0.3 0.2 -0.39
C 2.102 -1.847 -5.787 -0.3 0.1 -0.3 -0.44
C 0.583 -2.020 -5.725 0.4 0.0 0.1 -0.64
C -0.532 -0.138 -4.912 -0.1 0.2 0.6 0.63
C -5.919 3.036 -0.896 0.0 0.0 0.0 -0.07
C 1.207 -2.618 -1.027 0.5 0.2 0.2 -0.64
C 2.864 1.904 -0.248 0.0 0.0 -0.1 -1.94
C 4.622 2.327 1.438 -0.5 -0.4 -0.2 -1.91
H 2.418 -1.190 -4.977 0.0 0.0 0.3 0.28
H -0.094 1.042 -2.723 0.2 -0.1 0.0 0.32
H -0.066 3.427 -2.309 0.1 0.1 -0.2 0.30
H 3.352 1.004 -0.611 0.0 -0.2 0.0 0.45
H -0.921 2.184 -3.804 0.0 0.0 -0.2 0.40
H 0.115 0.852 0.269 0.0 0.2 -0.2 0.06
H -5.195 3.118 -1.698 0.0 0.0 0.0 0.36
H 5.112 1.381 1.653 0.1 -0.1 0.2 0.41
H 0.129 -1.704 -6.656 -0.2 0.3 0.0 0.40
H 1.984 -0.782 3.735 0.2 -0.3 0.1 0.47
H 4.583 -2.585 -0.679 0.1 -0.1 -0.1 0.48
H 2.352 -1.325 -6.704 0.2 -0.1 -0.2 0.40
H -0.627 4.871 -1.487 0.0 0.2 0.2 0.48
H 2.256 3.514 2.714 -0.1 0.1 0.1 0.37
H 3.081 -4.814 -4.836 0.0 -0.1 -0.2 0.38
H 1.497 3.599 1.094 -0.4 0.1 0.2 0.33
H -0.099 -5.363 4.480 0.0 0.0 0.0 0.42
H -2.334 -1.806 7.239 0.0 0.0 0.0 0.42
H 3.509 0.318 2.413 0.2 -0.1 0.0 0.77
H -7.506 4.042 -1.875 0.0 0.0 0.0 0.43
H 0.283 1.814 1.732 -0.2 0.1 0.2 0.27
H 3.202 -2.168 -3.379 -0.1 0.2 0.0 0.30
H 1.618 -4.002 -4.349 -0.2 0.2 0.0 0.17
H -2.648 3.501 -0.732 -0.4 0.1 0.0 0.26
H -2.645 3.908 -2.467 -0.2 0.0 -0.1 0.43
H 1.817 1.867 -0.533 -0.2 -0.1 0.1 0.05
H 0.301 -3.051 -5.559 0.1 -0.2 0.1 0.54
H 4.036 -0.934 0.993 0.0 0.1 0.1 0.31
H -0.153 -1.429 0.099 -0.1 0.1 0.1 0.58
H -0.331 3.348 -0.591 0.2 0.1 0.2 0.12
H -6.079 1.681 2.327 0.0 0.0 0.0 0.42
H -8.389 2.603 2.149 0.0 0.0 0.0 0.40
H -0.655 0.312 1.720 -0.2 0.0 0.1 0.61
H -3.524 -3.950 6.786 0.0 0.0 0.0 0.41
H 3.307 2.736 -0.793 0.0 0.2 -0.1 0.63
H 0.451 -3.102 -1.626 -0.2 0.0 0.0 0.48
H 2.351 1.387 3.107 0.0 0.0 0.2 0.42
H 0.330 -0.307 3.544 -0.2 -0.1 0.2 0.34
H 4.819 3.033 2.238 0.2 0.0 0.2 0.42
H 4.464 -3.365 -3.518 0.1 -0.2 0.0 0.27
H 0.883 -1.821 2.788 -0.1 -0.2 0.1 0.49
H 1.090 -3.221 4.932 0.0 0.0 0.0 0.43
H 5.064 2.672 0.509 0.1 0.4 0.0 0.40
H 3.084 4.264 1.345 0.0 0.2 0.0 0.54
```
Positions in Å, forces in eV/Å.


The following is a DFT calculation (ωB97M-V/def2-TZVPD) of a 5-piece molecular cluster, C3H15NO4 overall in a non-equilibrium geometry.

Computed properties:
Electronic energy: -478.924113 a.u.
Max |F|: 4.96 eV/Å
Orbital gap: 7.97 eV
ΔE to the lowest compared entry with this formula, charge and spin: 65.7 kcal/mol
Total charge: 0
E_HOMO: -7.56 eV
LUMO level: 0.40 eV

Geometry as XYZ:
```
23
Properties=species:S:1:pos:R:3:forces:R:3:nbo_charge:R:1
O 1.849 -2.048 0.352 -1.9 2.1 0.0 -0.95
O -0.725 -0.983 2.503 0.0 0.2 0.4 -0.98
O -0.850 -3.061 1.021 -3.0 -0.4 3.9 -1.01
O -0.671 1.921 2.603 -4.0 -0.3 -1.2 -0.94
N 1.940 0.686 -1.587 -0.1 -0.4 -0.6 -0.84
C -0.197 1.523 -1.817 -1.3 -3.5 -0.5 -0.29
C 0.577 0.407 -1.928 1.6 3.2 2.2 -0.01
C -1.702 1.180 -1.820 2.5 -1.3 -4.0 -0.62
H -1.961 0.854 -2.893 0.0 1.0 1.2 0.20
H -2.337 1.901 -1.521 -2.1 2.5 1.0 0.20
H -0.669 -2.785 2.010 0.5 -0.7 -3.7 0.51
H 0.332 2.472 -1.694 -0.8 -0.1 0.0 0.20
H 2.542 -2.565 0.662 2.0 -1.6 0.8 0.47
H -0.352 -0.115 2.325 -0.4 0.2 0.1 0.49
H -0.159 -3.018 0.416 2.5 0.5 -0.7 0.49
H 0.157 2.193 2.828 3.7 1.3 1.0 0.46
H -1.895 0.264 -1.343 -0.1 -1.0 1.4 0.21
H 1.678 -1.426 1.095 -0.1 -0.5 -0.9 0.48
H 2.492 -0.080 -1.927 1.1 0.4 -0.1 0.37
H 0.369 -0.677 -1.889 -0.4 0.9 -0.3 0.21
H 2.260 1.669 -1.757 -0.3 -1.8 -0.1 0.37
H -1.170 2.746 2.422 0.4 -0.9 0.1 0.48
H -1.507 -1.060 1.941 0.3 0.2 -0.1 0.49
```
Positions in Å, forces in eV/Å.


The following is a DFT calculation (ωB97M-V/def2-TZVPD) of an isolated ion of composition C6H7O4 and charge +1 in a non-equilibrium geometry.

Computed properties:
Electronic energy: -533.289828 a.u.
Max |F|: 3.68 eV/Å
Orbital gap: 10.51 eV
ΔE to the lowest compared entry with this formula, charge and spin: 13.5 kcal/mol
Total charge: +1
E_HOMO: -15.23 eV
LUMO level: -4.72 eV

Geometry as XYZ:
```
17
Properties=species:S:1:pos:R:3:forces:R:3:nbo_charge:R:1
O 0.412 -0.777 1.015 2.2 0.2 -0.3 -0.52
O 1.341 -1.978 -0.740 -0.4 0.9 0.8 -0.46
O 1.532 1.231 0.048 -0.5 1.2 0.5 -0.73
O -1.032 0.760 -0.535 -1.1 2.8 -0.7 -0.43
C -1.219 -0.603 -0.730 -1.4 -3.1 -0.5 0.25
C -0.838 -1.051 0.663 0.1 -1.7 0.4 0.10
C 1.358 -1.024 -0.026 0.6 -1.7 0.0 0.77
C -2.707 -0.420 -0.480 -0.4 0.2 -0.6 -0.40
C -1.741 0.119 0.534 -2.9 -0.8 1.1 0.23
C 2.328 0.091 -0.011 0.7 -0.8 0.8 -0.18
H 2.888 0.164 -0.919 0.5 -0.7 -0.5 0.22
H -1.199 -2.046 1.062 -0.2 1.4 -0.7 0.28
H -3.054 0.375 -1.105 -0.6 0.2 -0.2 0.27
H 3.016 -0.041 0.863 -0.5 0.3 -0.5 0.23
H -0.286 1.213 -0.187 3.6 0.6 0.5 0.59
H 2.157 1.895 -0.205 0.0 1.5 -0.1 0.51
H -3.408 -1.236 -0.328 0.5 -0.1 0.3 0.29
```
Positions in Å, forces in eV/Å.


The following is a DFT calculation (ωB97M-V/def2-TZVPD) of a 2-piece molecular cluster, C3H9N2P overall in a non-equilibrium geometry.

Computed properties:
Electronic energy: -570.400727 a.u.
Max |F|: 3.19 eV/Å
Orbital gap: 8.53 eV
ΔE to the lowest compared entry with this formula, charge and spin: 92.4 kcal/mol
Total charge: 0
E_HOMO: -8.19 eV
LUMO level: 0.34 eV

Geometry as XYZ:
```
15
Properties=species:S:1:pos:R:3:forces:R:3:nbo_charge:R:1
P -3.797 -0.579 -0.016 0.9 -0.4 -0.5 0.34
N -2.373 -0.012 -1.251 0.6 0.5 1.8 -0.39
N -1.433 0.705 -0.994 -1.8 -0.6 -0.3 -0.21
C 2.065 0.573 1.067 -0.4 0.9 -1.2 -0.17
C 2.607 -0.607 1.049 -0.1 -0.7 0.8 -0.42
C 1.403 1.073 -0.140 -0.5 1.5 -2.8 -0.67
H 1.655 2.163 -0.454 -0.4 -1.7 0.6 0.21
H 2.626 -1.241 0.199 0.1 -0.4 -0.6 0.19
H 2.064 1.165 1.959 -0.2 0.2 0.4 0.20
H -4.198 -1.737 -0.789 0.0 0.7 0.0 -0.04
H 2.812 -0.974 2.007 1.1 -1.1 1.1 0.19
H 1.569 0.421 -1.071 0.3 0.8 1.4 0.20
H -2.871 -1.452 0.619 -0.1 0.3 0.2 -0.02
H -2.435 -0.507 -2.116 -0.2 -0.6 -1.4 0.32
H 0.307 1.008 -0.070 0.6 0.4 0.5 0.26
```
Positions in Å, forces in eV/Å.


The following is a DFT calculation (ωB97M-V/def2-TZVPD) of a 2-piece molecular cluster, C2H3NO4 overall in a non-equilibrium geometry.

Computed properties:
Electronic energy: -433.472689 a.u.
Max |F|: 3.39 eV/Å
Orbital gap (spin up / spin down): 9.13 / 7.75 eV
ΔE to the lowest compared entry with this formula, charge and spin: 182.5 kcal/mol
Total charge: 0
E_HOMO (spin up / spin down): -10.79 / -10.00 eV
LUMO level (spin up / spin down): -1.66 / -2.24 eV

Geometry as XYZ:
```
10
Properties=species:S:1:pos:R:3:forces:R:3:nbo_charge:R:1
O -0.721 -1.064 -0.936 0.4 -0.3 -0.3 -0.41
O 0.511 -2.217 0.957 3.0 1.1 0.0 -0.26
O 2.675 -1.938 1.413 -2.8 0.9 -1.7 -0.26
O -1.302 0.791 0.382 1.0 0.4 0.1 -0.48
N 1.606 -1.688 0.849 0.3 -2.4 2.2 0.52
C -1.369 -0.629 0.033 -0.9 0.0 0.8 0.33
C -2.344 0.513 -0.438 -1.0 0.2 -0.4 -0.01
H -3.343 0.581 0.027 0.4 -0.2 -0.5 0.19
H -1.690 -1.189 0.929 0.1 0.0 -0.7 0.17
H -2.176 0.694 -1.509 -0.5 0.2 0.5 0.20
```
Positions in Å, forces in eV/Å.


The following is a DFT calculation (ωB97M-V/def2-TZVPD) of C22H25BLaN9O2 as an isolated structure in a non-equilibrium geometry.

Computed properties:
Spin multiplicity: 2
Electronic energy: -1552.876325 a.u.
Max |F|: 5.58 eV/Å
Orbital gap (spin up / spin down): 7.46 / 4.83 eV
Total charge: +1
E_HOMO (spin up / spin down): -11.09 / -11.09 eV
LUMO level (spin up / spin down): -3.63 / -6.26 eV

Geometry as XYZ:
```
60
Properties=species:S:1:pos:R:3:forces:R:3:mulliken_charge:R:1
La 0.630 -0.924 -0.969 -0.5 2.1 -0.9 1.63
O -0.550 -0.779 -3.027 3.1 -4.3 1.9 -0.85
O -1.718 -1.758 -4.712 2.0 -0.3 3.5 -0.68
N -0.214 -3.111 -1.724 -0.8 -1.5 -1.2 -0.08
N 0.185 0.040 1.644 -1.4 0.3 0.8 1.81
N -0.941 1.235 -0.211 -0.9 -0.1 1.7 2.45
N -0.583 1.258 -1.483 0.3 0.3 -2.5 -1.41
N 2.052 1.059 -0.557 1.8 -0.6 -1.5 -1.08
N -0.679 2.381 3.185 -0.4 -0.2 2.0 -1.36
N 1.236 -0.754 1.496 1.8 -1.4 0.3 -1.15
N -0.437 2.522 1.891 0.2 -0.1 -1.3 1.15
N 1.442 1.794 0.354 -0.5 1.3 1.3 1.29
C -0.247 -1.799 2.792 -0.8 0.0 0.2 -1.38
C -1.693 1.049 -2.217 0.2 0.8 -0.9 1.21
C -1.266 -5.481 -2.775 0.0 0.3 -0.1 -0.21
C -1.491 3.835 5.065 0.0 -0.3 0.5 -1.17
C -2.264 1.000 -0.110 -0.9 -0.3 0.4 -0.53
C -0.742 -0.573 2.408 -0.7 -0.1 0.5 -0.34
C 2.213 2.863 0.654 0.2 0.4 0.3 -0.10
C 3.223 1.651 -0.853 -0.1 -0.4 -0.2 0.58
C -1.438 -4.274 -3.447 0.1 0.1 0.2 -0.61
C -1.075 -1.776 -3.610 -2.1 -1.2 -3.7 0.43
C 3.361 2.800 -0.104 -0.1 0.4 0.3 -1.23
C -2.779 0.881 -1.381 -0.6 -0.1 0.6 -1.42
C 4.200 1.113 -1.844 0.0 -0.4 -0.3 -1.38
C -0.903 -3.105 -2.902 -0.2 -0.8 0.2 0.39
C -1.711 1.006 -3.708 -0.7 1.9 -1.3 -1.19
C -0.565 -5.495 -1.576 0.1 0.2 0.0 -0.86
C 1.951 -3.021 2.295 0.5 0.0 0.4 -0.95
C -0.711 3.790 1.515 -0.2 0.9 -0.7 -0.30
C -1.108 3.572 3.648 0.3 -1.1 0.1 0.58
C -0.064 -4.295 -1.098 -0.3 -0.1 -0.4 0.11
C 0.997 -1.878 2.199 0.2 0.0 -0.1 0.72
C -1.141 4.489 2.618 0.1 0.5 -0.9 -1.09
B 0.061 1.407 0.937 0.2 1.7 0.9 -1.00
H -1.676 -6.396 -3.188 0.1 0.1 0.1 0.45
H -1.812 4.891 5.191 0.2 -0.7 -0.1 0.32
H -2.330 3.168 5.352 0.5 0.4 0.0 0.28
H -2.818 0.922 0.816 0.4 0.2 0.1 0.48
H -0.411 -6.414 -1.026 0.0 0.1 0.0 0.43
H 1.974 3.635 1.373 -0.4 -0.4 0.0 0.52
H 4.189 3.497 -0.106 -0.2 -0.1 0.0 0.42
H -0.607 4.179 0.510 0.1 -0.4 0.0 0.55
H -1.707 -0.163 2.674 0.3 0.4 -0.1 0.43
H -1.045 0.192 -4.063 -1.4 2.7 -0.7 0.22
H 1.283 -2.875 0.008 0.6 -0.3 0.3 -0.30
H 2.148 -3.424 1.280 0.3 -0.1 0.6 0.40
H -2.741 0.818 -4.080 0.6 0.2 0.3 0.34
H 1.528 -3.828 2.929 0.3 0.5 -0.5 0.32
H 2.905 -2.671 2.742 -0.5 -0.4 -0.4 0.36
H 4.525 0.099 -1.530 0.0 0.5 -0.3 0.27
H -1.981 -4.228 -4.387 0.1 0.2 0.2 0.50
H 3.718 1.049 -2.842 0.4 0.0 0.4 0.28
H -0.733 -2.538 3.415 0.1 0.2 -0.1 0.46
H 5.090 1.773 -1.913 -0.6 -0.5 0.0 0.35
H -0.622 3.641 5.727 -0.6 0.1 -0.2 0.28
H -1.353 1.976 -4.111 -0.4 -0.3 0.2 0.33
H 0.491 -4.248 -0.167 -0.1 -0.3 0.1 0.47
H -3.808 0.693 -1.659 0.2 0.1 0.0 0.46
H -1.439 5.529 2.660 0.1 -0.2 0.0 0.39
```
Positions in Å, forces in eV/Å.


Question: Which of these has the lowest electronic energy?
Answer: C34H44O9S